1.
Formula: C25H42AsClGaN3O8Si3
Source: OMol25
Level of theory: wB97M-V/def2-TZVPD

Positions of all 84 atoms, in Å:
As1 0.99 1.68 -1.78
C1 -2.15 2.81 -2.38
N1 -1.76 0.33 1.72
C2 -0.96 3.52 0.38
H1 -0.27 -2.36 1.00
O1 3.08 -2.28 -0.18
H2 3.36 2.95 1.15
H3 5.56 -4.87 -3.48
H4 -2.99 3.49 -2.18
H5 -1.45 0.36 -4.27
H6 0.21 4.92 -3.21
H7 3.83 0.30 -0.38
C3 3.70 3.57 -2.72
H8 4.76 3.82 -2.62
H9 -0.15 4.06 0.88
C4 -2.37 0.90 2.73
C5 1.89 -0.58 2.86
Cl1 4.31 -5.43 -5.96
H10 1.91 -3.99 -5.52
H11 -0.20 -1.13 3.00
H12 -0.40 -0.76 -5.14
H13 -1.89 4.07 0.55
C6 2.54 -3.88 -4.65
H14 1.41 3.30 -4.89
H15 0.81 2.25 -6.17
H16 2.09 3.95 0.50
C7 -0.01 4.99 -2.14
H17 2.93 -0.44 -3.67
C8 4.26 1.04 -1.06
Si1 -0.64 3.37 -1.45
H18 -1.03 2.54 0.86
H19 -2.31 2.09 4.50
H20 -0.32 2.94 -5.00
C9 -2.71 0.17 0.74
H21 -0.73 1.54 3.91
O2 1.50 1.76 3.14
C10 3.08 3.55 0.29
C11 -3.92 0.66 1.17
H22 -0.57 -0.87 -3.38
H23 4.78 -3.54 -1.52
O3 -3.27 -0.65 -1.39
C12 2.93 -3.00 -2.44
C13 0.73 -1.55 2.63
C14 4.60 -4.38 -3.49
C15 -5.31 0.80 0.66
Si2 0.93 1.00 -4.04
C16 -2.38 -0.40 -0.58
C17 2.50 -2.19 -1.26
H24 1.16 -2.63 -3.58
H25 0.93 -2.49 3.16
H26 0.90 5.31 -1.63
H27 3.57 3.05 -3.67
C18 2.12 -3.13 -3.56
H28 -0.76 5.76 -2.00
H29 4.47 0.55 -2.01
C19 2.58 0.22 -4.46
C20 -1.77 1.26 4.04
C21 4.17 -3.64 -2.41
O4 -6.14 1.32 1.36
H30 5.21 1.37 -0.63
H31 -1.82 0.41 4.73
H32 2.48 -0.36 -5.37
C22 1.53 0.81 2.38
H33 3.14 4.51 -2.77
H34 -2.46 1.80 -2.11
H35 -4.74 -0.06 -0.95
N2 -3.68 1.11 2.44
O5 1.47 -1.44 -1.47
O6 1.31 0.94 1.09
H36 2.77 -0.94 2.31
Ga1 0.61 -0.25 -0.20
C23 -0.50 -0.18 -4.22
H37 -4.40 1.52 3.01
O7 -1.14 -0.63 -0.84
C24 3.78 -4.50 -4.60
H38 1.38 -2.38 0.87
H39 3.78 4.38 0.21
H40 -1.97 2.82 -3.46
C25 0.68 2.52 -5.12
O8 -5.56 0.35 -0.55
Si3 3.14 2.52 -1.27
N3 0.58 -1.82 1.18
H41 2.13 -0.53 3.92
H42 3.33 0.99 -4.63

LUMO level, Ha: 0.013
ΔE to the lowest compared entry with this formula, charge and spin, kcal per mole: 0.00
HOMO-LUMO gap, eV: 9.423
Total charge: 0
Highest occupied orbital energy, eV: -9.1

---

2.
Formula: C4H13NO3
Source: OMol25
Level of theory: wB97M-V/def2-TZVPD

Positions of all 21 atoms, in Å:
O1 1.70 -0.89 -1.68
C1 0.91 -0.99 -0.52
H1 -0.90 1.25 2.58
H2 0.16 2.26 1.78
H3 -0.12 -1.26 -0.81
H4 -1.26 0.11 0.49
H5 3.00 2.30 -1.46
H6 -4.89 -3.34 0.79
C2 0.76 0.45 0.13
H7 -4.28 -4.37 1.95
O2 -4.94 -3.74 1.65
H8 1.51 -1.65 0.11
H9 1.17 2.58 -0.38
H10 0.44 1.79 -1.66
C3 1.20 1.58 -0.81
H11 2.33 -0.09 -1.78
C4 -0.78 1.76 1.63
N1 -0.60 0.87 0.51
H12 -1.57 2.54 1.34
O3 2.56 1.47 -1.25
H13 1.44 0.46 1.02

LUMO level, Ha: 0.024
ΔE to the lowest compared entry with this formula, charge and spin, kcal per mole: 74.64
HOMO-LUMO gap, eV: 9.516
Total charge: 0
Highest occupied orbital energy, eV: -8.9

---

3.
Formula: CHLuO3
Source: OMol25
Level of theory: wB97M-V/def2-TZVPD

Positions of all 6 atoms, in Å:
O1 -1.69 0.18 0.08
H1 -0.58 -1.45 0.19
O2 0.28 1.33 0.11
Lu1 2.30 0.38 -0.04
C1 -0.50 0.38 -0.21
O3 0.20 -0.82 -0.12

Multiplicity: 2
LUMO level (spin up / spin down), Ha: -0.202 / -0.251
ΔE to the lowest compared entry with this formula, charge and spin, kcal per mole: 29.84
HOMO-LUMO gap (spin up / spin down), eV: 7.659 / 8.011
Total charge: +1
Highest occupied orbital energy (spin up / spin down), eV: -13.2 / -14.8

---

4.
Formula: C63H56F10O
Source: OMol25
Level of theory: wB97M-V/def2-TZVPD

Positions of all 130 atoms, in Å:
C1 10.90 13.59 15.66
C2 15.15 13.06 7.37
C3 18.24 19.11 13.26
F1 14.60 7.98 14.61
H1 14.99 11.81 18.07
C4 9.97 12.25 11.75
F2 15.44 22.32 12.87
H2 18.31 17.77 10.09
C5 18.29 20.80 11.51
C6 13.56 19.39 15.08
C7 14.80 21.37 13.59
C8 18.26 18.13 12.25
F3 18.66 20.23 9.32
C9 14.39 12.05 7.91
C10 10.54 14.83 15.16
H3 12.08 16.10 10.79
C11 20.39 12.36 16.32
H4 15.33 19.37 6.20
H5 18.24 17.07 12.54
C12 17.10 12.96 12.89
C13 12.85 15.31 14.78
C14 14.24 21.71 14.79
H6 20.98 9.35 16.20
H7 20.52 10.00 14.64
C15 15.50 17.39 17.23
H8 12.95 19.44 9.77
H9 21.36 12.28 16.83
C16 8.36 16.99 10.54
H10 12.95 15.58 7.85
C17 16.36 16.38 16.87
C18 14.90 11.00 17.36
C19 9.20 17.42 9.56
C20 15.60 17.42 8.98
C21 13.16 12.23 8.49
H11 10.10 12.99 16.09
H12 16.63 11.60 16.39
C22 13.17 14.01 15.11
C23 11.25 12.23 12.26
C24 9.26 11.06 11.82
H13 8.13 15.83 12.36
F4 13.82 16.08 14.32
C25 12.68 13.55 8.53
C26 15.10 14.35 11.53
C27 14.09 19.12 13.85
C28 15.97 15.04 12.39
H14 14.18 13.71 14.86
F5 17.37 16.67 16.01
F6 18.04 12.28 13.56
C29 15.75 9.89 15.40
C30 14.53 18.00 9.68
C31 14.48 17.02 18.12
C32 17.03 14.33 13.03
C33 14.36 15.73 18.57
H15 14.32 14.92 11.03
H16 18.35 21.82 11.19
H17 13.85 18.14 13.45
F7 14.91 10.79 7.98
H18 19.74 13.12 16.76
H19 13.15 10.12 18.27
C34 20.14 9.77 15.67
C35 13.37 14.58 7.86
C36 15.15 18.96 7.18
H20 16.09 16.59 9.48
C37 15.30 14.76 18.24
C38 8.76 16.24 11.59
H21 12.82 11.20 13.27
C39 9.80 9.91 12.38
C40 15.91 17.89 7.71
C41 15.22 12.98 11.39
H22 13.59 15.50 19.30
H23 8.81 17.90 8.69
C42 13.61 20.72 15.55
H24 17.05 14.35 17.03
H25 18.21 21.25 13.58
H26 15.08 15.16 6.77
F8 7.03 17.36 10.46
H27 14.54 12.58 10.63
H28 16.01 12.78 6.76
C43 14.61 14.34 7.30
C44 11.84 11.10 12.84
C45 13.87 8.99 16.60
C46 15.81 10.91 16.34
C47 14.75 20.09 13.09
H29 19.35 9.00 15.67
H30 9.47 15.06 15.15
H31 15.21 19.80 12.16
C48 11.52 15.78 14.82
F9 11.91 13.41 12.29
H32 13.01 18.65 15.65
C49 18.21 20.44 12.87
H33 20.64 12.48 15.29
H34 10.38 15.20 12.44
H35 8.24 10.96 11.45
C50 14.74 8.96 15.56
C51 18.43 19.82 10.57
H36 15.54 18.42 16.81
H37 15.30 13.78 18.62
O1 18.95 10.84 17.43
C52 10.08 15.82 11.59
H38 13.75 17.74 18.48
C53 12.20 13.16 15.65
C54 14.07 19.43 7.87
C55 16.19 12.22 12.07
H39 9.52 13.13 11.30
H40 11.57 8.98 13.18
H41 12.69 11.38 8.98
C56 11.09 9.91 12.88
H42 11.36 16.79 14.49
H43 15.80 16.11 12.47
H44 14.18 22.73 15.20
C57 13.90 10.05 17.50
C58 16.31 15.09 17.37
C59 11.00 16.31 10.71
C60 10.57 17.18 9.71
C61 18.36 18.47 10.91
H45 18.24 18.74 14.29
H46 17.81 14.82 13.59
H47 11.77 13.79 9.07
H48 16.37 11.16 11.99
H49 12.46 12.15 15.95
H50 16.44 9.87 14.55
H51 9.22 8.99 12.21
C62 19.71 10.95 16.50
H52 13.50 20.19 7.44
C63 13.77 19.04 9.18
H53 16.66 17.45 7.11
H54 13.20 20.96 16.54
F10 14.42 17.55 10.95
H55 11.30 17.67 9.09
H56 13.14 8.25 16.78

LUMO level, Ha: 0.022
HOMO-LUMO gap, eV: 9.660
Total charge: 0
Highest occupied orbital energy, eV: -9.0

---

5.
Formula: C13H21AsN4O5PRuS4
Source: OMol25
Level of theory: wB97M-V/def2-TZVPD

Positions of all 50 atoms, in Å:
C1 -2.37 4.70 -1.85
H1 -1.28 -4.28 2.25
S1 3.32 3.96 3.68
H2 0.73 -3.38 -2.25
C2 -1.84 3.81 -0.93
H3 -1.01 -1.84 -2.64
H4 3.06 -1.83 -0.77
H5 -2.19 -2.79 -1.69
H6 1.64 -2.15 2.78
H7 -2.88 5.58 -1.46
C3 -2.07 3.94 0.57
H8 -0.46 -1.61 3.97
C4 -1.41 -2.02 -1.64
O1 -1.54 3.01 1.27
C5 -0.43 1.08 -2.95
H9 2.95 -1.08 2.28
N1 -0.34 -2.42 -0.73
H10 -2.62 5.12 -3.94
C6 2.33 -1.92 1.96
H11 0.17 -3.85 3.18
C7 -1.10 2.41 -2.63
C8 -2.24 4.43 -3.20
H12 2.97 -2.80 1.80
Ru1 0.19 1.90 0.16
N2 -0.58 -2.31 1.97
N3 -1.19 2.71 -1.33
H13 1.39 -3.58 -0.62
C9 2.45 -1.04 -0.32
H14 -2.10 -1.95 3.39
H15 -1.85 -1.09 -1.29
H16 0.29 -4.14 1.44
H17 3.12 -0.29 0.10
As1 3.15 2.75 1.88
C10 -0.34 -3.71 2.22
O2 -0.75 -0.23 0.53
C11 -1.62 3.25 -3.59
O3 -0.62 0.62 -4.09
P1 -0.02 -1.52 0.62
H18 1.85 -0.58 -1.10
C12 -1.12 -1.55 3.10
S2 4.77 1.49 2.64
O4 0.22 0.58 -1.99
H19 -0.06 -4.49 -1.11
O5 -2.80 4.87 0.94
C13 0.47 -3.52 -1.19
H20 -1.53 2.95 -4.63
S3 1.30 1.48 2.11
N4 1.61 -1.59 0.75
S4 1.65 3.45 -0.47
H21 -1.24 -0.51 2.82

Multiplicity: 6
LUMO level (spin up / spin down), Ha: 0.157 / 0.152
ΔE to the lowest compared entry with this formula, charge and spin, kcal per mole: 23.76
HOMO-LUMO gap (spin up / spin down), eV: 5.368 / 5.862
Total charge: -2
Highest occupied orbital energy (spin up / spin down), eV: -1.1 / -1.7

---

6.
Formula: C29H21BClF4N6ORhS
Source: OMol25
Level of theory: wB97M-V/def2-TZVPD

Positions of all 65 atoms, in Å:
B1 -1.51 2.53 -2.66
C1 -2.83 1.69 1.13
S1 2.21 0.60 0.19
H1 -1.32 -2.71 2.39
C2 -0.43 -3.18 2.00
C3 2.56 -2.65 -3.83
C4 1.82 -4.39 0.91
H2 -4.75 2.18 1.91
H3 2.54 -3.69 -3.53
C5 2.16 2.31 -4.09
C6 -0.42 2.99 4.93
C7 -4.20 1.58 1.20
H4 -1.76 3.06 6.59
C8 -2.78 0.05 -0.63
H5 1.15 2.56 -2.18
F1 -1.13 3.06 -3.89
C9 1.83 -2.89 -0.99
H6 2.18 3.37 -4.29
H7 -2.61 0.76 6.24
H8 -2.24 -0.54 -1.35
F2 -2.87 2.58 -2.44
N1 1.10 2.84 3.10
C10 0.09 2.24 3.88
O1 -0.39 -1.51 0.39
C11 2.04 -0.34 -3.43
C12 -4.88 0.70 0.36
C13 1.26 -3.27 0.26
C14 -1.85 1.17 5.59
C15 2.05 -1.68 -3.01
H9 0.06 0.30 2.93
C16 0.13 -4.26 2.61
C17 -2.11 0.92 0.21
C18 2.65 1.40 -4.98
C19 3.10 -2.30 -5.08
N2 -0.69 1.00 0.15
C20 0.15 -2.60 0.84
C21 1.28 -4.86 2.07
C22 -1.38 2.46 5.78
H10 -1.66 -0.61 4.41
H11 2.65 -3.52 -1.34
H12 3.08 1.71 -5.92
Cl1 2.01 -6.21 2.90
C23 -1.32 0.41 4.55
F3 -0.80 3.19 -1.62
H13 3.49 -3.08 -5.72
H14 -2.30 2.38 1.77
C24 1.18 1.64 1.17
H15 3.55 -0.73 -6.45
Rh1 0.41 -0.33 -1.02
C25 3.13 -1.00 -5.49
N3 1.48 -1.89 -1.73
N4 -0.16 1.72 1.02
N5 1.80 2.37 2.06
C26 2.61 0.02 -4.66
H16 1.51 3.68 3.49
H17 2.69 -4.88 0.49
C27 1.57 1.86 -2.89
F4 -1.08 1.14 -2.64
H18 -4.68 -0.76 -1.21
H19 -0.06 4.00 5.08
H20 -5.95 0.63 0.40
C28 -4.16 -0.07 -0.55
N6 1.49 0.59 -2.59
H21 -0.31 -4.68 3.51
C29 -0.36 0.93 3.70

LUMO level (spin up / spin down), Ha: -0.052 / -0.052
ΔE to the lowest compared entry with this formula, charge and spin, kcal per mole: 14.76
HOMO-LUMO gap (spin up / spin down), eV: 6.060 / 6.062
Total charge: 0
Highest occupied orbital energy (spin up / spin down), eV: -7.5 / -7.5